Record 1
89
Properties=species:S:1:pos:R:3:mulliken_charge:R:1 method="wB97M-V/def2-TZVPD" e_tot_ha=-2401.6471 largest_force_ev_per_a=4.71 gap_ev=7.5 e_homo_ev=-8.60
C -1.9549 -4.5741 2.1820 -0.09
C -1.6003 -5.0333 1.1034 -0.31
C -1.0783 -5.8506 -0.1373 -0.53
C 0.3519 -5.2750 -0.5580 -0.61
C 0.1583 -3.9665 -1.4552 -0.43
C 0.6722 -2.7007 -0.6652 0.12
C -0.3196 -1.9319 0.1870 -0.13
N -0.0664 -0.7895 0.9143 -0.61
C 1.2930 -0.4578 0.7819 0.25
C 1.7775 0.7879 1.5349 -0.74
C 3.1559 1.3032 1.4768 -0.15
C 4.1816 0.5340 0.6407 0.19
O 5.5553 1.0362 0.5884 -0.38
C 5.9599 1.4722 1.8717 0.41
N 5.9107 2.0691 2.9041 -0.46
C 3.7596 -0.6913 -0.1088 0.54
C 4.8514 -1.4360 -0.9906 -1.34
C 5.3359 -2.8323 -0.3747 0.73
N 5.4078 -2.8432 1.1105 -0.57
N 6.7121 -3.0614 -0.9468 -0.76
N 4.5147 -3.9591 -0.9243 -0.52
C 2.3066 -1.1859 -0.0476 0.33
N 1.9980 -2.3445 -0.7769 -0.17
H -2.3407 -4.1779 3.1479 0.36
H -1.7839 -5.6409 -1.0000 0.17
H -1.0655 -6.9642 0.0415 0.36
H 0.9819 -5.0395 0.3481 0.39
H 0.8798 -6.0713 -1.1599 0.32
H 0.7464 -4.1200 -2.4129 0.33
H -0.9209 -3.7535 -1.7392 0.17
H -1.3798 -2.3374 0.2317 0.24
H 1.0388 1.3591 2.1804 0.33
H 3.3834 2.2494 2.0543 0.22
H 5.7612 -0.7942 -1.1715 0.51
H 4.3553 -1.6758 -1.9869 0.35
H 6.3006 -2.4058 1.3661 0.27
H 5.4011 -3.8041 1.4801 0.27
H 7.0968 -3.9469 -0.6005 0.23
H 7.3290 -2.2706 -0.7415 0.25
H 4.0095 -4.4351 -0.1683 0.23
H 5.1558 -4.6449 -1.3540 0.26
C -6.2149 -2.1239 0.6800 -0.66
C -7.5817 -2.3576 0.5510 -0.40
C -8.0864 -2.9069 -0.6201 -0.69
C -7.2269 -3.2138 -1.6723 0.49
C -5.8604 -2.9569 -1.5521 0.04
C -5.3556 -2.4218 -0.3686 -0.42
C -4.9405 -3.2325 -2.6816 0.51
O -3.7477 -3.0119 -2.5755 -0.70
C -5.4979 -3.7726 -3.9448 0.18
C -4.6554 -3.9830 -5.0347 -0.48
C -5.1659 -4.5009 -6.2177 -0.52
C -6.5182 -4.8195 -6.3140 -0.46
C -7.3622 -4.6064 -5.2325 -0.57
C -6.8564 -4.0735 -4.0487 0.17
C -7.7732 -3.8167 -2.9119 0.53
O -8.9559 -4.0909 -2.9966 -0.67
H -5.8208 -1.7033 1.5987 0.43
H -8.2537 -2.1128 1.3663 0.39
H -9.1508 -3.0917 -0.7133 0.46
H -4.2929 -2.2327 -0.2647 0.61
H -3.6009 -3.7398 -4.9649 0.48
H -4.5094 -4.6589 -7.0663 0.40
H -6.9146 -5.2307 -7.2360 0.40
H -8.4153 -4.8517 -5.3145 0.46
C -0.2647 10.2338 3.9838 -0.45
C -0.0169 9.4454 5.1048 -0.47
C 0.8414 8.3579 5.0146 -0.53
C 1.4466 8.0470 3.7990 0.20
C 1.1792 8.8226 2.6702 0.16
C 0.3309 9.9236 2.7688 -0.56
C 1.7776 8.4743 1.3583 0.66
O 1.5479 9.1526 0.3743 -0.67
C 2.6531 7.2814 1.2644 0.16
C 3.1775 6.9074 0.0288 -0.57
C 4.0088 5.7992 -0.0663 -0.65
C 4.3267 5.0646 1.0739 -0.24
C 3.8044 5.4315 2.3033 -0.83
C 2.9577 6.5340 2.4023 0.25
C 2.3758 6.8940 3.7175 0.57
O 2.6510 6.2509 4.7134 -0.66
H -0.9282 11.0885 4.0576 0.39
H -0.4926 9.6813 6.0504 0.39
H 1.0350 7.7504 5.8917 0.46
H 0.1303 10.5375 1.8978 0.46
H 2.9359 7.4766 -0.8621 0.46
H 4.4119 5.5070 -1.0298 0.41
H 4.9807 4.2015 1.0079 0.46
H 4.0559 4.8514 3.1851 0.57


Record 2
90
Properties=species:S:1:pos:R:3:mulliken_charge:R:1 method="wB97M-V/def2-TZVPD" e_tot_ha=-10073.4604 s2=2.0237 e_above_lowest_kj_mol=73.3 charge=+1 largest_force_ev_per_a=2.14 multiplicity=3 gap_ev="6.3 / 6.4" e_homo_ev="-10.17 / -10.49"
Tc 1.9279 0.3710 1.0292 -0.27
C 1.4957 -1.2104 3.7701 -1.76
N 0.6786 -0.4471 2.8198 1.49
C -0.3565 -1.3522 2.3170 -1.25
C 0.0476 0.6848 3.5432 -1.49
C 0.6228 2.0259 3.1642 1.13
C 0.2608 3.1401 3.9062 -0.84
C 0.6617 4.4057 3.5132 -0.65
C 1.4313 4.5459 2.3678 -0.82
C 1.8254 3.4270 1.6592 -0.22
C 1.4425 2.1273 2.0271 0.89
H 0.8675 -1.6451 4.5569 0.47
H 2.2351 -0.5618 4.2343 0.52
H 2.0089 -2.0239 3.2584 0.26
H -0.9945 -1.7301 3.1243 0.35
H 0.1132 -2.2048 1.8290 0.25
H -0.9871 -0.8303 1.5974 0.18
H 0.1372 0.5378 4.6244 0.52
H -1.0226 0.7035 3.3114 0.39
H -0.3535 3.0180 4.7869 0.49
H 0.3608 5.2694 4.0870 0.42
H 1.7200 5.5312 2.0315 0.46
H 2.4374 3.5645 0.7762 0.42
Br 4.2605 -5.5725 -1.3662 -0.11
C 3.5857 -3.9090 -0.7619 -0.45
C 2.5708 -3.2568 -1.4619 -0.96
C 2.0826 -2.0821 -0.9366 -0.92
N 2.5395 -1.5256 0.1820 0.81
C 3.6013 -2.0876 0.7932 0.81
C 4.1211 -3.3084 0.3642 -1.01
C 4.1971 -1.2734 1.8430 0.64
C 5.3533 -1.6641 2.5147 -0.91
C 5.9336 -0.8051 3.4285 -0.48
Br 7.5132 -1.3086 4.3418 -0.10
C 5.3392 0.4388 3.6463 -0.64
C 4.1879 0.7469 2.9600 -0.86
N 3.5986 -0.0744 2.0751 0.75
H 2.1923 -3.6557 -2.3873 0.57
H 1.2969 -1.5425 -1.4488 0.84
H 4.9420 -3.7783 0.8774 0.54
H 5.8078 -2.6210 2.3231 0.54
H 5.7753 1.1430 4.3352 0.52
H 3.6968 1.6979 3.1146 0.51
S 3.2871 1.3027 -0.6599 -0.59
C 2.2489 1.5253 -2.0272 1.02
C 2.8601 1.8245 -3.2445 -0.85
C 2.1042 2.0261 -4.3865 0.26
C 2.7307 2.1865 -5.6466 -0.42
N 3.2380 2.2796 -6.6688 -0.50
C 0.6998 2.0740 -4.2837 0.47
C 0.0909 1.8086 -3.0621 -1.04
C 0.8474 1.4239 -1.9696 -0.50
S 0.0559 0.8437 -0.4927 0.40
C -0.0824 2.3527 -5.4256 -0.23
N -0.7165 2.5593 -6.3572 -0.55
H 3.9369 1.8685 -3.2866 0.63
H -0.9817 1.8892 -2.9830 1.29
C -1.3279 -2.4652 -0.9396 -1.37
Ge -1.8103 -0.5189 -1.1809 1.59
C -2.1760 -0.2206 -3.1138 -0.33
C -1.4006 -0.8597 -4.0738 -0.59
C -1.6624 -0.6626 -5.4170 -0.70
C -2.6871 0.1841 -5.8066 -0.64
C -3.4570 0.8316 -4.8533 -0.64
C -3.2057 0.6257 -3.5075 0.22
C -3.1678 0.0700 0.1643 0.84
C -2.8829 1.0571 1.0749 -0.28
C -3.7909 1.3940 2.0885 -1.08
C -4.9789 0.7270 2.1939 -0.95
C -5.3216 -0.2834 1.2724 0.90
C -6.5481 -0.9762 1.3557 -0.93
C -6.8750 -1.9316 0.4355 -0.63
C -5.9956 -2.2241 -0.6189 -1.16
C -4.7960 -1.5786 -0.7185 -0.53
C -4.4137 -0.6049 0.2254 0.37
H -2.1350 -2.9533 -0.4020 0.57
H -0.4047 -2.6342 -0.3985 0.20
H -1.2491 -2.9237 -1.9213 0.55
H -0.5917 -1.5115 -3.7699 0.19
H -1.0630 -1.1623 -6.1620 0.45
H -2.8824 0.3431 -6.8554 0.39
H -4.2466 1.5028 -5.1573 0.44
H -3.8074 1.1163 -2.7504 0.44
H -1.9437 1.5941 1.0249 0.76
H -3.5345 2.1792 2.7853 0.52
H -5.6765 0.9687 2.9813 0.42
H -7.2282 -0.7294 2.1590 0.43
H -7.8095 -2.4668 0.5104 0.40
H -6.2803 -2.9607 -1.3549 0.45
H -4.1254 -1.7942 -1.5443 0.32


Record 3
94
Properties=species:S:1:pos:R:3:mulliken_charge:R:1 method="wB97M-V/def2-TZVPD" e_tot_ha=-5474.2189 e_above_lowest_kj_mol=140.3 largest_force_ev_per_a=1.60 gap_ev=6.3 e_homo_ev=-6.62
Pb -1.3013 0.0370 1.1266 2.17
C -5.1918 -3.4187 3.0331 -0.62
S -4.3318 -2.3914 4.2539 -0.07
C -3.5302 -1.2014 3.2734 0.57
S -3.7665 -1.1465 1.5892 -0.47
N -2.8503 -0.3640 4.0179 -1.70
N -2.0074 0.4530 3.4260 0.88
C -1.4099 1.3686 4.1203 -1.21
C -0.4254 2.1992 3.5016 1.07
C 0.4041 3.0265 4.2790 -0.88
C 1.3817 3.7730 3.6635 -0.47
C 1.5116 3.7064 2.2771 -0.86
C 0.6470 2.8817 1.5820 -0.36
N -0.2876 2.1508 2.1648 0.28
H -5.8546 -4.0635 3.5995 0.40
H -5.7481 -2.7783 2.3554 0.24
H -4.4678 -4.0080 2.4806 0.07
H -1.6142 1.4996 5.1796 0.37
H 0.2706 3.0573 5.3496 0.47
H 2.0446 4.3984 4.2453 0.43
H 2.2642 4.2790 1.7590 0.47
H 0.7015 2.7998 0.5031 0.49
I -3.0608 2.4859 -0.0868 0.13
C -1.8642 3.5894 -1.4917 -0.27
C -1.6482 4.9103 -1.1942 -0.51
C -1.0964 5.7710 -2.1518 -0.82
C -0.8596 5.3200 -3.4178 -0.88
C -1.0687 3.9638 -3.7444 0.76
C -0.8927 3.5138 -5.0683 -0.81
C -1.0696 2.1998 -5.3949 -1.24
C -1.3057 1.2693 -4.3811 -0.15
C -1.4845 1.6558 -3.0727 1.02
P -1.4266 0.3053 -1.8136 0.17
C -2.9135 -0.6490 -2.2157 0.84
C -4.0449 -0.0373 -2.7456 -0.99
C -5.2147 -0.7616 -2.8797 -0.67
C -5.2659 -2.0876 -2.4826 -0.96
C -4.1478 -2.6902 -1.9299 -0.82
C -2.9762 -1.9739 -1.7881 0.55
C -0.0199 -0.6390 -2.5153 0.95
C 1.2345 -0.1208 -2.1968 -1.43
C 2.3861 -0.7913 -2.5594 0.03
C 2.2943 -1.9941 -3.2401 -0.87
C 1.0526 -2.5072 -3.5712 -0.72
C -0.1041 -1.8322 -3.2203 -0.15
C -1.4841 3.0365 -2.7385 0.38
H -1.9305 5.2975 -0.2273 0.47
H -0.9239 6.8022 -1.8904 0.41
H -0.5110 5.9957 -4.1860 0.39
H -0.6257 4.2338 -5.8254 0.40
H -0.9886 1.8658 -6.4177 0.44
H -1.3349 0.2188 -4.6310 0.46
H -4.0100 1.0032 -3.0424 0.37
H -6.0942 -0.2813 -3.2820 0.43
H -6.1826 -2.6482 -2.5878 0.40
H -4.1927 -3.7128 -1.5870 0.38
H -2.1097 -2.4222 -1.3256 -0.13
H 1.2934 0.8191 -1.6596 0.19
H 3.3567 -0.3853 -2.3098 0.57
H 3.1917 -2.5304 -3.5079 0.44
H 0.9837 -3.4454 -4.1018 0.44
H -1.0695 -2.2386 -3.4872 0.47
N 1.1046 -0.2906 1.1284 0.47
S 2.0963 -0.6013 2.2988 0.01
C 3.0449 -2.0904 1.8643 0.68
C 4.1646 -2.4082 2.6154 -0.57
C 4.8641 -3.5673 2.3284 -0.71
C 4.4400 -4.3939 1.2981 -0.63
C 3.3230 -4.0643 0.5487 -1.16
C 2.6160 -2.9062 0.8345 0.32
C 3.4742 0.5750 2.0032 0.43
C 4.0419 0.6547 0.7442 -0.36
C 4.9430 1.6630 0.4604 -0.66
C 5.2768 2.5872 1.4378 -0.54
C 4.7200 2.4947 2.7019 -0.62
C 3.8070 1.4919 2.9838 -0.35
H 1.4520 -0.5097 0.2035 -0.69
H 4.4814 -1.7546 3.4144 0.43
H 5.7351 -3.8294 2.9127 0.40
H 4.9819 -5.3031 1.0843 0.40
H 2.9894 -4.7138 -0.2473 0.57
H 1.7255 -2.6552 0.2764 0.31
H 3.7811 -0.0767 -0.0058 0.28
H 5.3791 1.7320 -0.5244 0.46
H 5.9701 3.3821 1.2116 0.40
H 4.9808 3.2133 3.4648 0.41
H 3.3440 1.4270 3.9560 0.46
Cl -2.5995 -4.7111 0.5140 -0.12
C -1.0843 -4.3954 1.3623 0.71
Cl -1.2144 -4.9064 3.0406 -0.12
Cl 0.2097 -5.2813 0.5614 -0.16
C -0.8361 -2.8599 1.2644 -0.26
O -0.6153 -2.4321 0.1294 -0.16
O -0.9109 -2.2328 2.3197 -0.57